Here is a structure of composition C3H6N4 from the Open Molecules 2025 dataset. Energies are from ωB97M-V/def2-TZVPD.

Output
LUMO energy: 0.8 eV
Relative energy (zero: lowest compared OMol25 entry of this formula, charge and spin): 3.5547 eV
Gap between HOMO and LUMO: 10.487 eV
HOMO level: -9.667 eV
Electronic energy: -336.81862 Ha

Geometry as ORCA input:
```
! RIJCOSX wB97M-V def2-TZVPD def2/J DEFGRID3
* xyz 0 1
C 1.27696 -1.08723 -0.05620
C -0.04771 -0.57153 -0.28075
C -2.01167 -0.34182 -0.07155
H 1.25779 -2.29302 -0.10056
H 2.23155 -0.83333 -0.77928
H 1.47103 -0.81470 1.03919
H -3.15657 -0.38319 0.18455
H 0.65655 2.38623 -0.60383
H 0.66431 2.07266 1.00255
N -1.10883 -1.34634 0.03005
N -1.65068 1.01552 -0.09562
N -0.34499 0.64762 -0.27042
N 0.76224 1.54913 0.00187
*
```

In elementary charge units, the Löwdin charges are: -0.070 -0.503 -0.241 0.120 0.128 0.098 0.125 0.086 0.157 0.141 0.116 -0.233 0.077

---

Here is the molecule C20H19N5O6 from the Open Molecules 2025 dataset. Energies are from ωB97M-V/def2-TZVPD.

Output
LUMO energy: -0.9 eV
Relative energy (zero: lowest compared OMol25 entry of this formula, charge and spin): 0.0000 eV
Gap between HOMO and LUMO: 7.716 eV
SMILES string: O=C(O)CC[C@H](NC(=O)c1ccc(NCc2ccc3[nH]nnc(=O)c3c2)cc1)C(=O)O
HOMO level: -8.608 eV
Electronic energy: -1498.76757 Ha

Geometry as ORCA input:
```
! RIJCOSX wB97M-V def2-TZVPD def2/J DEFGRID3
* xyz 0 1
O -2.30095 -0.08132 7.92217
C -1.90530 0.07413 6.79309
O -0.63497 0.44091 6.48261
C -2.98412 -0.22441 5.75689
C -3.09443 -1.73016 5.47727
C -1.92343 -2.27740 4.64684
N -1.93624 -1.60796 3.33322
C -0.97430 -0.68112 2.91346
O -0.42781 -0.09449 3.85473
C -0.70220 -0.28587 1.54269
C -0.75135 -1.25479 0.52489
C -0.36143 -0.94069 -0.78029
C 0.01635 0.35698 -1.10395
N 0.38678 0.71393 -2.38442
C 0.96301 -0.20329 -3.39475
C 1.79964 0.64559 -4.32055
C 3.22165 0.61611 -4.16570
C 4.01853 1.32092 -5.08075
C 3.41912 2.17219 -5.98613
N 4.17348 2.92371 -6.88467
N 3.60846 3.77144 -7.82795
N 2.32474 3.92950 -7.88066
C 1.44593 3.21264 -7.05198
O 0.24648 3.34013 -7.27712
C 2.02747 2.25478 -6.10664
C 1.19651 1.49694 -5.27213
C -0.00801 1.32668 -0.08911
C -0.35573 1.03023 1.23548
C -2.00343 -3.83623 4.53122
O -2.14935 -4.33696 3.43175
O -1.85227 -4.62713 5.62535
H -0.48738 0.35840 5.52179
H -3.91757 0.12556 6.15341
H -2.77583 0.35326 4.82231
H -3.18830 -2.27260 6.43426
H -3.98448 -1.95743 4.92277
H -0.99655 -2.05008 5.14131
H -2.30344 -2.20507 2.58383
H -1.01636 -2.30392 0.67815
H -0.32042 -1.72844 -1.54357
H 0.48243 1.71948 -2.55774
H 1.58060 -0.97357 -2.90696
H 0.11028 -0.69755 -3.91186
H 3.73133 0.04426 -3.36798
H 5.10761 1.24829 -4.96162
H 5.17991 2.79178 -6.94924
H 0.10801 1.51195 -5.41497
H 0.33410 2.33271 -0.37333
H -0.27098 1.79611 1.96498
H -1.85581 -5.53814 5.29958
*
```

In elementary charge units, the Löwdin charges are: 0.090 -0.508 0.104 -0.093 -0.120 -0.192 0.120 -0.371 0.024 -0.160 -0.008 -0.023 -0.279 0.024 -0.149 -0.195 0.003 -0.016 -0.197 0.054 0.050 0.091 -0.423 0.073 -0.084 0.055 -0.007 0.007 -0.418 0.086 0.121 0.053 0.114 0.123 0.135 0.117 0.150 0.131 0.120 0.112 0.138 0.121 0.130 0.127 0.121 0.151 0.142 0.117 0.112 0.128

---

Here is a structure of composition H2NO2P from the Open Molecules 2025 dataset. Energies are from ωB97M-V/def2-TZVPD.

Output
LUMO energy: -1.2 eV
Relative energy (zero: lowest compared OMol25 entry of this formula, charge and spin): 4.7149 eV
Gap between HOMO and LUMO: 8.979 eV
HOMO level: -10.148 eV
Electronic energy: -547.64025 Ha

Geometry as ORCA input:
```
! RIJCOSX wB97M-V def2-TZVPD def2/J DEFGRID3
* xyz 0 1
N -0.93664 0.30120 -0.06567
O -1.36966 1.37189 -0.35580
O -1.53884 -0.57112 0.51121
P 1.16259 -0.22486 -0.66754
H 1.78704 0.49712 0.45705
H 0.89552 -1.37425 0.12075
*
```

In elementary charge units, the Löwdin charges are: -0.518 -0.001 -0.027 0.830 -0.130 -0.154

---

Here is a structure of composition C4H7AgCl2NiO4 from the Open Molecules 2025 dataset. Energies are from ωB97M-V/def2-TZVPD.

Output
<S²>: 3.764
LUMO energy (alpha / beta): -5.8 / -7.5 eV
Relative energy (zero: lowest compared OMol25 entry of this formula, charge and spin): 0.9451 eV
Gap between HOMO and LUMO (alpha / beta): 7.705 / 5.948 eV
HOMO level (alpha / beta): -13.470 / -13.469 eV
Electronic energy: -3032.78310 Ha

Geometry as ORCA input:
```
! RIJCOSX wB97M-V def2-TZVPD def2/J DEFGRID3
* xyz 1 4
Ag -2.12894 1.14117 -0.17047
Ni -0.37842 0.24816 2.48778
C -0.85446 -2.11449 0.49506
O -1.08709 -0.79801 1.00455
H -0.44432 -2.02953 -0.51266
H -0.15742 -2.61217 1.16595
H -1.77909 -2.68625 0.40853
C -1.72084 2.22486 3.19003
O -1.61355 1.80744 1.94617
O -1.03810 3.28282 3.35475
O -1.49585 1.22071 3.95355
Cl 1.72620 -0.06643 -4.23113
C 0.97338 0.08937 -2.62065
C 2.04624 0.15384 -1.56377
Cl 2.78128 -1.43653 -1.22594
H 0.24133 -0.71355 -2.54915
H 0.37026 1.00166 -2.60486
H 1.68417 0.52826 -0.60705
H 2.87522 0.75867 -1.92073
*
```

In elementary charge units, the Löwdin charges are: 0.854 1.015 -0.170 -0.434 0.060 0.081 0.086 -0.664 -0.150 0.289 0.020 0.587 -0.682 -0.670 0.555 0.051 0.062 0.048 0.063